1.
This record from the Open Molecules 2025 dataset describes 5 unconnected molecules or ions with the total composition C8H16Br8NO3 in a non-equilibrium geometry. The level of theory is ωB97M-V/def2-TZVPD.

ORCA input file:
```
! RIJCOSX wB97M-V def2-TZVPD def2/J DEFGRID3
* xyz -1 1
N -24.584 -25.043 18.049
O -24.388 -24.699 19.168
O -23.894 -25.908 17.545
O -25.491 -24.490 17.410
Br -22.156 -28.219 12.393
C -22.888 -26.669 13.363
C -23.806 -27.074 14.456
Br -25.382 -28.023 13.619
H -23.345 -25.940 12.694
H -22.029 -26.210 13.853
H -24.098 -26.175 14.999
H -23.335 -27.673 15.235
Br -22.714 -29.935 20.347
C -23.311 -28.035 20.209
C -22.793 -27.135 21.346
Br -20.804 -27.042 21.361
H -24.399 -28.108 20.179
H -22.928 -27.600 19.286
H -23.156 -27.589 22.268
H -23.269 -26.158 21.269
Br -21.793 -23.229 13.009
C -20.564 -23.879 14.506
C -21.468 -23.853 15.714
Br -20.398 -24.163 17.411
H -19.727 -23.186 14.603
H -20.148 -24.848 14.231
H -22.138 -24.711 15.783
H -22.052 -22.936 15.796
Br -22.653 -21.440 19.297
C -21.193 -22.266 20.393
C -21.619 -23.575 21.048
Br -22.942 -23.123 22.347
H -20.790 -21.585 21.142
H -20.412 -22.586 19.702
H -20.778 -24.024 21.576
H -22.128 -24.273 20.383
*
```

The value obtained for the relative energy (zero: lowest compared OMol25 entry of this formula, charge and spin) is 0.0 kJ/mol. The total energy is -576526.933 eV.

=====

2.
This record from the Open Molecules 2025 dataset describes a single C4H2N2S molecule in a non-equilibrium geometry. The level of theory is ωB97M-V/def2-TZVPD.

ORCA input file:
```
! RIJCOSX wB97M-V def2-TZVPD def2/J DEFGRID3
* xyz 0 1
C -3.841 -1.362 -0.005
C -0.710 1.367 -0.028
C -3.073 -0.235 0.007
C 0.145 0.378 0.015
N -4.561 -2.314 -0.003
N -1.679 2.106 -0.056
S -3.358 1.337 -0.001
H 0.529 -0.159 -0.787
H 0.430 -0.004 0.922
*
```

The value obtained for the relative energy (zero: lowest compared OMol25 entry of this formula, charge and spin) is 383.5 kJ/mol. The total energy is -17990.860 eV.

=====

3.
This record from the Open Molecules 2025 dataset describes a single Br3H3Si2 molecule in a non-equilibrium geometry. The level of theory is ωB97M-V/def2-TZVPD.

ORCA input file:
```
! RIJCOSX wB97M-V def2-TZVPD def2/J DEFGRID3
* xyz 0 1
Br 2.238 1.033 0.918
Si 0.882 -0.459 -0.957
Si -1.143 0.169 0.405
Br -2.823 -1.092 -0.314
Br -1.690 2.277 0.796
H 1.443 0.204 -2.097
H 1.561 -1.711 -0.460
H -0.469 -0.420 1.710
*
```

The value obtained for the relative energy (zero: lowest compared OMol25 entry of this formula, charge and spin) is 146.0 kJ/mol. The SMILES is Br[SiH2][SiH](Br)Br. The total energy is -225932.927 eV.

=====

4.
This record from the Open Molecules 2025 dataset describes a molecular structure, C45H65ClN3O8TaTe in a non-equilibrium geometry. The level of theory is ωB97M-V/def2-TZVPD.

ORCA input file:
```
! RIJCOSX wB97M-V def2-TZVPD def2/J DEFGRID3
* xyz 1 2
Ta 0.565 -0.799 1.586
C -2.087 -1.272 2.269
C -1.411 -0.046 2.777
C -2.077 1.062 1.968
C -3.008 0.472 1.171
C -3.036 -0.956 1.347
C -4.033 -1.888 0.707
C -5.201 -2.047 1.697
C -4.570 -1.319 -0.611
C -3.420 -3.266 0.434
C -1.858 2.582 1.926
C -0.377 2.960 1.841
C -2.481 3.342 3.110
C -2.534 3.171 0.674
C -1.465 0.018 4.337
C -0.386 0.950 4.896
C -1.264 -1.361 4.993
C -2.882 0.449 4.750
H -1.947 -2.241 2.720
H -3.671 0.979 0.493
H -5.619 -1.072 1.947
H -4.864 -2.532 2.613
H -5.985 -2.656 1.247
H -5.222 -0.465 -0.433
H -5.158 -2.082 -1.122
H -3.755 -1.014 -1.269
H -2.890 -3.652 1.304
H -2.732 -3.227 -0.410
H -4.210 -3.975 0.187
H 0.201 2.505 2.640
H -0.278 4.045 1.900
H 0.039 2.629 0.892
H -1.994 3.135 4.057
H -3.540 3.109 3.199
H -2.391 4.412 2.922
H -2.273 2.605 -0.217
H -2.197 4.199 0.541
H -3.619 3.191 0.780
H 0.595 0.592 4.576
H -0.418 0.958 5.985
H -0.503 1.971 4.552
H -0.390 -1.879 4.614
H -2.143 -1.989 4.862
H -1.130 -1.223 6.065
H -3.131 1.449 4.426
H -2.986 0.400 5.834
H -3.607 -0.232 4.303
O 1.638 -2.293 -0.473
Cl 0.258 -2.460 -0.254
O -0.325 -3.330 -1.179
O -0.392 -1.148 -0.340
O 0.052 -2.871 1.104
C 3.690 0.595 4.751
C 3.651 -0.826 5.309
C 3.796 -1.905 4.209
C 3.752 -3.308 4.854
C 3.824 -4.437 3.828
C 5.142 -1.724 3.522
O 6.188 -1.821 4.109
N 5.114 -1.402 2.176
C 4.001 -1.284 1.362
O 4.072 -0.918 0.212
N 2.791 -1.558 1.965
C 2.649 -1.738 3.258
O 1.460 -1.666 3.658
H 3.449 1.303 5.540
H 2.965 0.718 3.942
H 4.682 0.844 4.373
H 2.700 -1.000 5.813
H 4.463 -0.961 6.023
H 2.830 -3.391 5.431
H 4.599 -3.382 5.537
H 2.953 -4.429 3.171
H 3.852 -5.397 4.340
H 4.725 -4.355 3.219
H 6.010 -1.214 1.742
C 3.497 2.075 0.862
C 2.279 1.342 0.372
O 2.049 1.320 -0.861
N 1.465 0.752 1.261
Te 1.301 -0.015 -2.975
C 1.778 0.111 -5.055
C 1.601 1.278 -5.815
C 1.312 2.610 -5.192
C 1.749 1.214 -7.193
C 2.123 0.042 -7.838
C 2.248 0.007 -9.329
C 2.415 -1.073 -7.056
C 2.265 -1.052 -5.680
C 2.600 -2.279 -4.877
C -0.597 0.943 -3.259
C -0.893 2.227 -2.795
C 0.103 3.149 -2.155
C -2.179 2.731 -2.984
C -3.168 2.001 -3.619
C -4.541 2.563 -3.824
C -2.840 0.738 -4.098
C -1.574 0.197 -3.939
C -1.284 -1.147 -4.543
H 3.387 3.139 0.650
H 4.353 1.696 0.308
H 3.618 1.928 1.932
H 1.809 2.681 -4.226
H 0.240 2.746 -5.057
H 1.675 3.406 -5.838
H 1.574 2.110 -7.774
H 2.004 0.976 -9.760
H 1.574 -0.737 -9.756
H 3.262 -0.263 -9.623
H 2.757 -1.981 -7.537
H 3.261 -2.929 -5.445
H 1.697 -2.845 -4.634
H 3.102 -2.007 -3.945
H 1.089 2.702 -2.104
H -0.219 3.397 -1.144
H 0.159 4.083 -2.716
H -2.392 3.735 -2.639
H -4.662 3.503 -3.290
H -5.297 1.859 -3.480
H -4.712 2.738 -4.886
H -3.599 0.164 -4.612
H -2.209 -1.664 -4.789
H -0.715 -1.778 -3.860
H -0.705 -1.027 -5.461
*
```

The value obtained for the relative energy (zero: lowest compared OMol25 entry of this formula, charge and spin) is 368.9 kJ/mol. The total energy is -89925.822 eV. Its expectation value of S² is 0.76.

=====

5.
This record from the Open Molecules 2025 dataset describes a molecular structure, C58H70BN11OPS2Sc. The level of theory is ωB97M-V/def2-TZVPD.

ORCA input file:
```
! RIJCOSX wB97M-V def2-TZVPD def2/J DEFGRID3
* xyz 2 1
Sc 0.548 -0.531 1.387
C 2.958 3.563 2.081
C 1.653 2.908 2.364
C 0.449 3.445 2.720
C -0.430 2.352 2.930
N 0.223 1.231 2.703
N 1.527 1.538 2.354
B 2.646 0.637 3.087
N 3.465 -0.102 2.037
N 2.865 -1.162 1.398
C 3.858 -1.843 0.798
C 5.076 -1.190 1.034
C 4.793 -0.105 1.833
C 5.725 0.886 2.445
C 3.764 -3.185 0.087
C 5.100 -3.926 0.286
C 2.679 -4.065 0.709
C 3.573 -3.019 -1.434
N 1.881 -0.370 3.965
N 0.998 -1.285 3.444
C 0.636 -2.078 4.470
C 1.266 -1.652 5.636
C 2.040 -0.565 5.283
C 2.932 0.264 6.142
C -0.321 -3.244 4.373
C -1.752 -2.692 4.414
C -0.129 -4.175 5.575
C -0.060 -4.050 3.103
C -1.856 2.415 3.409
C -1.799 2.851 4.884
C -2.541 1.055 3.319
C -2.629 3.449 2.586
H 2.810 4.614 1.840
H 3.466 3.078 1.247
H 3.612 3.504 2.953
H 0.218 4.494 2.813
H 3.344 1.329 3.756
H 6.055 -1.495 0.709
H 6.741 0.677 2.118
H 5.702 0.835 3.533
H 5.481 1.907 2.153
H 5.385 -3.967 1.337
H 5.910 -3.463 -0.278
H 4.992 -4.947 -0.082
H 2.959 -4.350 1.725
H 2.570 -4.982 0.125
H 1.712 -3.575 0.759
H 4.100 -2.138 -1.807
H 2.528 -2.947 -1.724
H 3.981 -3.887 -1.953
H 1.190 -2.087 6.617
H 2.772 0.002 7.185
H 2.731 1.327 6.017
H 3.983 0.091 5.906
H -1.929 -2.157 5.349
H -2.474 -3.509 4.346
H -1.929 -1.998 3.593
H -0.408 -3.692 6.512
H 0.902 -4.520 5.655
H -0.770 -5.050 5.455
H -0.813 -4.834 2.997
H 0.921 -4.524 3.145
H -0.105 -3.439 2.203
H -1.286 2.101 5.490
H -2.814 2.969 5.267
H -1.279 3.803 5.001
H -1.915 0.257 3.723
H -2.809 0.812 2.292
H -3.463 1.072 3.903
H -2.226 4.454 2.717
H -3.673 3.471 2.903
H -2.605 3.203 1.522
O 1.465 -0.823 -0.893
N 0.681 -1.881 -0.466
C 0.118 -2.657 -1.307
C 0.163 -2.800 -2.778
C 0.289 -4.141 -3.167
C 0.234 -4.510 -4.496
C -0.020 -3.540 -5.455
C -0.172 -2.218 -5.076
C -0.053 -1.806 -3.747
P -0.171 -0.017 -3.303
C 1.478 0.539 -3.923
C 2.270 1.305 -3.067
C 3.535 1.743 -3.446
C 4.022 1.430 -4.702
C 3.243 0.676 -5.575
C 1.990 0.235 -5.189
C -1.347 0.626 -4.536
C -2.654 0.136 -4.498
C -3.624 0.658 -5.337
C -3.307 1.690 -6.211
C -2.018 2.197 -6.240
C -1.039 1.667 -5.408
H 1.573 -0.799 -1.863
H -0.437 -3.439 -0.798
H 0.422 -4.901 -2.406
H 0.344 -5.548 -4.777
H -0.117 -3.816 -6.497
H -0.419 -1.482 -5.829
H 1.894 1.562 -2.085
H 4.133 2.330 -2.761
H 5.002 1.770 -5.009
H 3.617 0.431 -6.560
H 1.407 -0.345 -5.889
H -2.915 -0.663 -3.811
H -4.632 0.264 -5.307
H -4.067 2.103 -6.861
H -1.769 3.006 -6.914
H -0.034 2.069 -5.448
S -2.121 -2.340 0.785
C -3.517 -2.675 1.675
N -3.991 -3.894 1.850
C -5.314 -4.046 2.453
C -5.620 -2.717 3.152
S -4.542 -1.474 2.371
H -3.503 -4.671 1.428
H -5.295 -4.867 3.167
H -6.046 -4.274 1.678
H -5.403 -2.756 4.217
H -6.656 -2.424 3.012
N -1.670 4.692 -3.282
C -2.553 5.331 -4.126
C -2.386 6.344 -5.068
C -3.518 6.736 -5.749
C -4.774 6.147 -5.506
C -4.931 5.149 -4.572
C -3.794 4.734 -3.873
N -3.662 3.751 -2.912
C -2.397 3.754 -2.596
C -1.823 2.814 -1.637
C -2.628 1.801 -1.126
C -2.087 0.859 -0.282
N -0.803 0.867 0.116
C -0.038 1.859 -0.370
C -0.493 2.836 -1.229
H -0.680 4.854 -3.228
H -1.425 6.802 -5.261
H -3.442 7.520 -6.491
H -5.631 6.495 -6.067
H -5.892 4.691 -4.380
H -3.668 1.746 -1.419
H -2.696 0.050 0.086
H 1.001 1.871 -0.057
H 0.206 3.588 -1.570
*
```

The value obtained for the relative energy (zero: lowest compared OMol25 entry of this formula, charge and spin) is 12.1 kJ/mol. The total energy is -132051.393 eV.

=====

6.
This record from the Open Molecules 2025 dataset describes a molecular structure, C3FN3 in a non-equilibrium geometry. The level of theory is ωB97M-V/def2-TZVPD.

ORCA input file:
```
! RIJCOSX wB97M-V def2-TZVPD def2/J DEFGRID3
* xyz 0 1
C 0.235 1.498 0.555
C 0.391 -0.979 0.685
C 0.048 0.238 0.144
N 0.433 2.590 0.908
N 0.389 -2.085 1.072
N -0.596 0.004 -1.591
F -0.900 -1.265 -1.772
*
```

The value obtained for the relative energy (zero: lowest compared OMol25 entry of this formula, charge and spin) is 285.1 kJ/mol. The total energy is -10291.572 eV.

=====

What is the formula in the second record?
C4H2N2S